# 1
7 unconnected molecules or ions with the total composition C15H49N4O6 in a non-equilibrium geometry. Source: the Open Molecules 2025 dataset; level of theory: the ωB97M-V functional and the def2-TZVPD basis.

Each line ends with the Mulliken charge.
Atoms and positions in Å:
1 N -0.530 -0.029 -1.011  0.4073
2 H 0.482 0.283 -0.704  -0.1633
3 H -0.874 -0.889 -0.481  0.2212
4 H -0.445 -0.294 -2.009  0.3294
5 H -1.215 0.755 -1.020  -0.0254
6 C 2.865 0.765 0.822  -0.8932
7 C 2.286 -0.174 1.898  0.1361
8 C 1.383 0.564 2.918  -1.1050
9 O 2.377 1.222 3.705  -0.3889
10 C 1.651 2.107 4.536  -0.9433
11 N 1.512 -1.223 1.083  -0.2997
12 H 3.461 1.452 1.542  0.3596
13 H 1.866 1.394 0.300  -0.0890
14 H 3.446 0.430 0.123  0.3749
15 H 2.926 -0.824 2.375  0.6143
16 H 0.831 -0.057 3.417  0.8206
17 H 0.653 1.099 2.525  0.2478
18 H 2.233 2.527 5.195  0.5688
19 H 0.928 1.751 5.279  0.3544
20 H 0.920 3.022 4.126  0.1583
21 H 2.048 -1.823 0.336  -0.2689
22 H 1.214 -2.118 1.379  0.3146
23 C -3.192 2.516 0.213  -1.1095
24 C -2.091 3.277 0.967  0.1728
25 C -1.953 2.764 2.429  0.0579
26 O -2.953 3.292 3.224  -0.4480
27 C -2.814 2.957 4.551  -0.6662
28 N -0.885 3.017 0.267  -0.3903
29 H -4.328 2.816 0.541  0.2926
30 H -3.382 1.353 0.401  -0.0070
31 H -3.390 2.863 -0.811  0.4475
32 H -2.324 4.337 1.089  0.3737
33 H -0.990 2.962 2.863  -0.1187
34 H -2.131 1.676 2.241  0.1540
35 H -1.678 2.967 5.064  0.1241
36 H -3.040 1.960 4.674  0.3577
37 H -3.512 3.469 5.157  0.3424
38 H -0.105 3.653 0.640  0.2786
39 H -0.976 3.229 -0.726  0.2032
40 C 1.182 -5.182 -1.500  -1.4961
41 C 0.884 -3.723 -1.091  0.0407
42 C 2.147 -2.911 -1.566  -1.0578
43 O 3.136 -3.159 -0.598  -0.4213
44 C 4.283 -2.477 -0.943  -0.7601
45 N -0.264 -3.264 -1.957  -0.5911
46 H 1.462 -5.235 -2.572  0.3649
47 H 0.374 -5.942 -1.456  0.3753
48 H 2.144 -5.344 -0.993  0.3479
49 H 0.806 -3.733 -0.129  0.5021
50 H 2.032 -1.784 -1.595  0.3479
51 H 2.514 -3.142 -2.477  1.0656
52 H 4.245 -1.387 -0.876  0.1310
53 H 4.732 -2.791 -1.814  0.4725
54 H 5.123 -2.682 -0.256  0.2659
55 H -0.118 -3.460 -3.077  0.2982
56 H -1.112 -3.729 -1.904  0.2610
57 C -2.087 1.477 -4.326  -0.6007
58 O -2.568 0.805 -3.159  -0.3760
59 H -3.117 1.959 -4.870  0.2497
60 H -1.674 0.785 -5.161  0.2465
61 H -1.347 2.177 -4.160  0.2684
62 H -3.382 0.382 -3.249  0.2272
63 C -3.708 -2.061 0.209  -0.6280
64 O -3.168 -1.128 1.069  -0.3735
65 H -3.547 -1.811 -0.747  0.2365
66 H -4.749 -2.349 0.743  0.2937
67 H -3.163 -3.072 0.288  0.2132
68 H -3.658 -1.171 1.812  0.2622
69 C 2.006 0.503 -4.009  -0.8062
70 O 2.020 1.218 -2.766  -0.3399
71 H 1.555 1.083 -4.801  0.3541
72 H 1.513 -0.406 -4.095  0.3191
73 H 3.073 0.426 -4.183  0.3043
74 H 2.162 2.046 -2.918  0.2078

Values from the calculation:
* DFT total energy: -1270.70951 hartree
* max |F|: 0.193 Eh/bohr
* energy above the lowest of the compared OMol25 structures with the same formula, charge and spin: 14.2 kcal per mole
* HOMO: -11.68 eV
* total charge: +1
* molecular weight: 381.6 g/mol

=====

# 2
A molecular structure, C43H51Cl3N9O2PbS3Te in a non-equilibrium geometry. Source: the Open Molecules 2025 dataset; level of theory: the ωB97M-V functional and the def2-TZVPD basis.

Each line ends with the Mulliken spin population.
Atoms and positions in Å:
1 Pb 0.400 -0.917 -1.670  -0.0008
2 C 1.762 -5.141 -3.634  -0.0001
3 C 1.622 -3.697 -3.254  -0.0019
4 N 0.498 -3.142 -2.994  -0.0002
5 N -0.652 -3.828 -3.053  0.0009
6 C -1.855 -3.221 -2.953  -0.0063
7 N -2.940 -3.999 -3.003  0.0004
8 S -2.038 -1.560 -2.850  0.0205
9 C 2.805 -2.834 -3.148  0.0012
10 C 3.959 -3.087 -3.886  0.0000
11 C 5.044 -2.236 -3.752  0.0000
12 C 4.958 -1.178 -2.862  0.0000
13 C 3.768 -0.994 -2.174  0.0003
14 N 2.717 -1.778 -2.334  -0.0010
15 H 1.280 -5.331 -4.594  0.0000
16 H 2.802 -5.437 -3.706  0.0000
17 H 1.297 -5.774 -2.876  0.0000
18 H -0.629 -4.841 -3.171  0.0000
19 H -2.904 -5.004 -3.085  -0.0002
20 H -3.843 -3.554 -2.992  0.0001
21 H 4.002 -3.915 -4.576  0.0000
22 H 5.935 -2.398 -4.339  0.0000
23 H 5.779 -0.495 -2.723  0.0000
24 H 3.649 -0.181 -1.474  0.0000
25 Cl -4.803 -2.075 4.149  0.0492
26 C -3.619 -2.223 2.916  0.1958
27 C -3.252 -1.111 2.161  -0.0531
28 C -2.300 -1.241 1.176  0.1176
29 Cl -1.814 0.162 0.293  0.0297
30 C -1.690 -2.484 0.816  0.1108
31 O -0.881 -2.627 -0.139  0.3620
32 C -2.097 -3.573 1.656  0.1425
33 Cl -1.362 -5.094 1.371  0.0389
34 C -3.015 -3.453 2.673  -0.0689
35 H -3.712 -0.153 2.343  -0.0031
36 H -3.280 -4.314 3.266  0.0023
37 C 2.564 -6.668 4.310  0.0003
38 C 3.057 -5.715 3.285  -0.0005
39 C 4.361 -5.299 3.183  0.0046
40 C 4.713 -4.407 2.145  -0.0015
41 N 3.811 -3.966 1.294  0.0038
42 C 2.549 -4.381 1.369  0.0151
43 S 1.413 -3.843 0.260  0.0321
44 N 2.167 -5.229 2.388  0.0040
45 C 6.101 -3.915 1.970  0.0003
46 H 3.391 -7.106 4.858  -0.0001
47 H 1.990 -7.466 3.842  0.0000
48 H 1.909 -6.164 5.020  0.0000
49 H 5.103 -5.664 3.870  0.0003
50 H 1.192 -5.520 2.412  -0.0008
51 H 6.817 -4.564 2.462  0.0000
52 H 6.186 -2.918 2.402  -0.0001
53 H 6.331 -3.826 0.912  -0.0001
54 C 1.112 3.210 -3.265  0.0001
55 C 0.697 1.847 -2.783  0.0015
56 O 1.169 0.820 -3.315  0.0004
57 N -0.204 1.692 -1.836  -0.0003
58 Te -0.736 2.751 -0.301  -0.0002
59 C -0.258 4.846 -0.347  0.0009
60 C 0.768 5.176 0.540  -0.0001
61 C 1.647 4.113 1.124  0.0005
62 C 0.961 6.505 0.880  0.0000
63 C 0.153 7.509 0.363  0.0001
64 C 0.346 8.932 0.774  0.0001
65 C -0.831 7.157 -0.553  0.0001
66 C -1.049 5.835 -0.925  0.0000
67 C -2.107 5.509 -1.931  0.0002
68 C -2.853 2.835 -0.530  0.0005
69 C -3.488 3.212 0.659  0.0028
70 C -2.711 3.852 1.771  0.0000
71 C -4.853 3.013 0.791  0.0003
72 C -5.595 2.433 -0.232  -0.0001
73 C -7.049 2.131 -0.067  -0.0001
74 C -4.952 2.130 -1.423  0.0004
75 C -3.586 2.314 -1.597  -0.0042
76 C -2.976 1.928 -2.904  0.0005
77 H 2.187 3.214 -3.437  0.0000
78 H 0.831 3.985 -2.550  -0.0001
79 H 0.627 3.405 -4.223  0.0000
80 H 1.886 3.346 0.384  0.0001
81 H 1.161 3.629 1.976  -0.0001
82 H 2.579 4.546 1.478  0.0001
83 H 1.746 6.757 1.577  0.0000
84 H 1.070 9.013 1.579  0.0000
85 H -0.594 9.372 1.101  0.0000
86 H 0.704 9.521 -0.068  0.0000
87 H -1.456 7.921 -0.990  0.0000
88 H -2.101 6.241 -2.737  0.0000
89 H -3.098 5.532 -1.475  0.0000
90 H -1.943 4.520 -2.357  -0.0002
91 H -1.831 3.257 2.037  0.0002
92 H -3.326 3.964 2.658  0.0000
93 H -2.364 4.843 1.474  0.0000
94 H -5.340 3.295 1.714  0.0000
95 H -7.300 1.969 0.978  0.0000
96 H -7.318 1.247 -0.641  0.0000
97 H -7.648 2.962 -0.438  0.0000
98 H -5.523 1.709 -2.238  0.0001
99 H -3.729 1.946 -3.688  0.0002
100 H -2.575 0.917 -2.850  -0.0009
101 H -2.163 2.591 -3.190  -0.0003
102 S 1.742 0.610 0.441  0.0009
103 C 1.328 -0.224 1.835  0.0006
104 N 1.866 -1.376 2.227  0.0010
105 C 1.388 -1.798 3.528  -0.0005
106 C 0.353 -0.710 3.879  0.0032
107 N 0.457 0.199 2.754  0.0022
108 H 2.522 -1.892 1.663  -0.0002
109 H 2.219 -1.822 4.241  -0.0005
110 H 0.933 -2.791 3.481  -0.0005
111 H 0.597 -0.196 4.811  -0.0005
112 H -0.660 -1.118 3.945  -0.0027
113 H -0.078 1.047 2.669  0.0002

Values from the calculation:
* DFT total energy: -5348.01119 hartree
* max |F|: 0.035 Eh/bohr
* expectation value of S²: 0.788
* HOMO (alpha / beta): -11.77 / -11.74 eV
* total charge: +2
* molecular weight: 1263.3 g/mol
* 2S+1: 2

=====

# 3
A single C9H9NO molecule. Source: the Open Molecules 2025 dataset; level of theory: the ωB97M-V functional and the def2-TZVPD basis.

Each line ends with the Mulliken charge.
Atoms and positions in Å:
1 C -1.813 -0.515 1.852  -0.2821
2 C -0.535 -0.687 2.438  -0.4982
3 C -1.960 0.003 0.603  -0.8490
4 C 0.592 -0.196 1.834  -0.6035
5 C -0.778 0.330 -0.131  0.9496
6 C 0.464 0.479 0.613  0.2367
7 C 0.691 0.009 -2.233  -0.7115
8 C -0.617 0.228 -1.489  -0.6454
9 C 1.420 1.223 -0.094  -0.5184
10 N 1.890 -0.412 -1.525  -0.3176
11 O 2.490 0.596 -0.669  -0.2837
12 H -2.682 -0.822 2.413  0.3751
13 H -0.468 -1.162 3.406  0.3722
14 H -2.928 0.133 0.146  0.3877
15 H 1.556 -0.216 2.324  0.4593
16 H 0.523 -0.825 -2.925  0.4237
17 H 0.952 0.876 -2.854  0.3304
18 H -1.492 0.096 -2.116  0.3703
19 H 1.033 2.058 -0.684  0.4534
20 H 1.662 -1.196 -0.911  0.3510

Values from the calculation:
* DFT total energy: -478.16240 hartree
* max |F|: 0.018 Eh/bohr
* energy above the lowest of the compared OMol25 structures with the same formula, charge and spin: 132.0 kcal per mole
* HOMO (alpha / beta): -7.83 / -7.39 eV
* molecular weight: 147.2 g/mol
* SMILES string: C1=c2ccccc2=CONC1

=====

# 4
A single C8H12N2O2 molecule in a non-equilibrium geometry. Source: the Open Molecules 2025 dataset; level of theory: the ωB97M-V functional and the def2-TZVPD basis.

Each line ends with the Mulliken charge.
Atoms and positions in Å:
1 C 2.808 -0.033 0.173  0.0782
2 C -1.138 -0.264 -0.834  0.5355
3 C -0.052 0.462 -1.528  -0.9378
4 C 1.491 0.172 0.439  -0.0847
5 C 0.804 1.248 -0.524  0.1700
6 C 0.553 -1.635 0.100  -0.3951
7 C 0.023 2.322 0.251  -1.3038
8 C -1.690 -1.928 0.777  -0.9679
9 N 3.873 -0.114 -0.264  -0.5647
10 N -0.761 -1.347 -0.065  0.3087
11 O -2.339 0.026 -0.965  -0.6576
12 O 1.203 -2.235 -0.996  -0.5220
13 H 0.525 -0.406 -2.027  0.3310
14 H -0.385 1.109 -2.291  0.4426
15 H 1.209 0.321 1.526  0.3486
16 H 1.696 1.714 -1.097  0.5206
17 H 0.724 -2.213 1.085  0.3301
18 H -0.617 2.809 -0.519  0.3136
19 H 0.806 3.037 0.630  0.3830
20 H -0.420 1.874 1.177  0.3226
21 H -2.395 -1.233 1.320  0.3072
22 H -2.395 -2.550 0.152  0.3137
23 H -1.198 -2.569 1.476  0.3632
24 H 1.998 -2.662 -0.911  0.3650

Values from the calculation:
* DFT total energy: -571.94447 hartree
* max |F|: 0.107 Eh/bohr
* energy above the lowest of the compared OMol25 structures with the same formula, charge and spin: 80.9 kcal per mole
* HOMO: -9.09 eV
* molecular weight: 168.2 g/mol

=====

# 5
A molecular structure, C2H4AlO in a non-equilibrium geometry. Source: the Open Molecules 2025 dataset; level of theory: the ωB97M-V functional and the def2-TZVPD basis.

Each line ends with the Mulliken charge.
Atoms and positions in Å:
1 C 0.323 -0.683 0.085  -0.3406
2 C -0.894 0.031 0.383  -0.1326
3 O -2.043 -0.293 0.048  -0.3858
4 Al 1.424 0.533 -0.865  0.8201
5 H 0.171 -1.492 -0.646  0.3101
6 H 0.900 -0.974 0.975  0.3594
7 H 0.888 1.999 -1.082  0.0454
8 H -0.767 0.878 1.101  0.3240

Values from the calculation:
* DFT total energy: -395.90149 hartree
* max |F|: 0.091 Eh/bohr
* HOMO: -14.63 eV
* total charge: +1
* molecular weight: 71.0 g/mol

=====

# 6
2 unconnected molecules or ions with the total composition C2H5BrS in a non-equilibrium geometry. Source: the Open Molecules 2025 dataset; level of theory: the ωB97M-V functional and the def2-TZVPD basis.

Each line ends with the Mulliken charge.
Atoms and positions in Å:
1 C -0.561 1.338 0.090  -0.8842
2 C 0.289 0.174 -0.273  -0.2031
3 S 1.888 0.036 0.066  -0.1789
4 Br 0.528 -3.504 0.570  -0.1653
5 H -1.556 0.877 0.176  0.2564
6 H -0.077 1.778 0.977  0.3167
7 H -0.553 2.110 -0.687  0.2781
8 H -0.182 -0.531 -0.897  0.4545
9 H 0.225 -2.277 -0.021  0.1258

Values from the calculation:
* DFT total energy: -3051.35977 hartree
* max |F|: 0.055 Eh/bohr
* energy above the lowest of the compared OMol25 structures with the same formula, charge and spin: 15.7 kcal per mole
* HOMO: -9.02 eV
* molecular weight: 141.0 g/mol
* SMILES string: CC=S.Br

=====

- Which of these has the lowest max |F|?
  C9H9NO

=====

Copy entry 3 word for word.
A single C9H9NO molecule. Source: the Open Molecules 2025 dataset; level of theory: the ωB97M-V functional and the def2-TZVPD basis.

Each line ends with the Mulliken charge.
Atoms and positions in Å:
1 C -1.813 -0.515 1.852  -0.2821
2 C -0.535 -0.687 2.438  -0.4982
3 C -1.960 0.003 0.603  -0.8490
4 C 0.592 -0.196 1.834  -0.6035
5 C -0.778 0.330 -0.131  0.9496
6 C 0.464 0.479 0.613  0.2367
7 C 0.691 0.009 -2.233  -0.7115
8 C -0.617 0.228 -1.489  -0.6454
9 C 1.420 1.223 -0.094  -0.5184
10 N 1.890 -0.412 -1.525  -0.3176
11 O 2.490 0.596 -0.669  -0.2837
12 H -2.682 -0.822 2.413  0.3751
13 H -0.468 -1.162 3.406  0.3722
14 H -2.928 0.133 0.146  0.3877
15 H 1.556 -0.216 2.324  0.4593
16 H 0.523 -0.825 -2.925  0.4237
17 H 0.952 0.876 -2.854  0.3304
18 H -1.492 0.096 -2.116  0.3703
19 H 1.033 2.058 -0.684  0.4534
20 H 1.662 -1.196 -0.911  0.3510

Values from the calculation:
* DFT total energy: -478.16240 hartree
* max |F|: 0.018 Eh/bohr
* energy above the lowest of the compared OMol25 structures with the same formula, charge and spin: 132.0 kcal per mole
* HOMO (alpha / beta): -7.83 / -7.39 eV
* molecular weight: 147.2 g/mol
* SMILES string: C1=c2ccccc2=CONC1

=====

- Which value of DFT total energy does entry 5 give?
  -395.90149 hartree

=====

- Which value of molecular weight does entry 4 give?
  168.2 g/mol